[1]
Formula: C29H80N5O16
Source: the OMol25 dataset
Level of theory: wB97M-V/def2-TZVPD

Summary:
Energy above the lowest of the compared OMol25 structures with the same formula, charge and spin = 0.00 kcal per mole
Largest force on an atom = 10.35 eV/A
Total charge = -1

CARTESIAN COORDINATES (ANGSTROEM)
C  1.39879  -0.39099  0.35213
O  1.19067  0.28077  -0.65582
O  1.84726  0.26590  1.40198
O  1.20642  -1.61845  0.36386
H  2.05129  1.13854  1.12729
C  -1.46626  -2.05912  1.90393
C  -2.78498  -2.24112  1.21179
O  -3.46738  -1.03721  1.31660
O  -0.70107  -2.99030  1.57452
H  -1.52121  -1.94651  2.96579
H  -0.93159  -1.18557  1.54165
H  -3.43439  -3.01511  1.63701
H  -2.69173  -2.51932  0.15938
H  -2.81462  -0.33793  1.15456
H  0.00711  -2.55091  1.04391
C  -1.15306  2.40341  -1.01161
C  -2.57174  2.88370  -1.52882
O  -2.44702  4.21584  -1.94301
O  -1.31091  1.23084  -0.66211
H  -0.82192  3.00116  -0.13936
H  -0.34009  2.44301  -1.77030
H  -3.26652  2.86810  -0.71213
H  -3.13212  2.33843  -2.26243
H  -3.36068  4.51953  -2.06340
H  -0.48716  0.79289  -0.76641
C  2.90731  -4.30011  1.98533
C  3.96498  -3.23939  1.61448
O  3.57627  -1.95671  2.06742
O  1.88622  -4.01056  1.32448
H  2.75730  -4.20989  3.06113
H  3.16271  -5.30038  1.76714
H  4.01508  -3.30851  0.53227
H  4.98359  -3.49310  1.96287
H  2.99999  -1.53311  1.44770
H  1.72641  -3.06705  1.35667
C  1.22194  1.24196  -4.69262
C  -0.17988  0.82795  -4.15696
O  -0.75095  -0.10772  -5.03520
O  1.04371  1.97853  -5.68068
H  1.64254  0.39330  -5.14845
H  1.76903  1.75648  -3.92425
H  -0.79427  1.68342  -4.07152
H  -0.09272  0.43767  -3.13563
H  -1.27422  0.40776  -5.65900
H  0.58339  1.48483  -6.29745
C  4.24642  4.08733  0.02141
C  3.23812  2.97294  0.10646
C  1.88935  3.48107  0.53487
O  1.85028  4.10071  1.82982
C  1.86209  3.17631  2.97702
N  3.05691  2.37719  -1.19558
H  3.92400  4.97175  -0.54978
H  5.17772  3.70096  -0.39689
H  4.55827  4.45348  1.01553
H  3.63680  2.15107  0.67241
H  1.14975  2.60949  0.56693
H  1.38685  4.09251  -0.16513
H  2.80471  2.61008  3.03363
H  1.03941  2.55999  2.95943
H  1.77431  3.65930  3.99197
H  2.39272  1.55695  -1.13971
H  3.95621  2.05366  -1.35054
C  -6.24592  2.71559  2.02368
C  -4.99817  2.19181  1.37067
C  -3.84267  1.85934  2.32346
O  -2.68608  1.64132  1.58408
C  -1.59032  1.48023  2.46611
N  -5.27792  0.96382  0.71660
H  -6.01659  3.46572  2.79520
H  -6.67133  1.85951  2.52899
H  -6.90264  3.11239  1.25588
H  -4.76997  2.97715  0.66267
H  -4.00304  1.08897  3.08503
H  -3.73763  2.79527  2.86527
H  -1.77570  0.73524  3.27413
H  -1.29316  2.41447  2.97428
H  -0.75626  1.12673  1.88280
H  -4.79889  0.12308  1.16937
H  -4.80695  0.96414  -0.20421
C  4.05969  -1.34141  -1.67549
C  2.90721  -1.86845  -2.52800
C  3.37311  -2.32158  -3.84727
O  2.43135  -3.08249  -4.61464
C  1.22526  -2.48368  -5.07339
N  2.35217  -2.92589  -1.75660
H  4.65140  -2.18900  -1.37352
H  3.85532  -0.69051  -0.84071
H  4.68002  -0.65883  -2.23984
H  2.19061  -1.05031  -2.53140
H  4.23291  -2.95786  -3.72384
H  3.75617  -1.48323  -4.48549
H  0.82929  -1.92726  -4.22414
H  0.50546  -3.20664  -5.47741
H  1.36576  -1.68101  -5.77180
H  1.55070  -3.25433  -2.28511
H  1.88519  -2.37772  -1.03300
C  0.66724  0.82999  5.13141
C  1.58890  -0.34727  4.92632
C  0.86353  -1.46073  4.28030
O  -0.28751  -1.97538  4.97438
C  -0.14446  -2.41489  6.26796
N  2.67714  0.05286  4.06729
H  0.22189  1.11917  4.19195
H  1.10506  1.61090  5.69452
H  -0.15248  0.62536  5.78771
H  1.88430  -0.64679  5.91292
H  1.50941  -2.35051  4.12561
H  0.45351  -1.12882  3.33568
H  -1.14141  -2.53210  6.58584
H  0.28142  -1.67391  6.86944
H  0.35844  -3.31393  6.32921
H  2.40217  0.20926  3.10976
H  3.26706  -0.76116  3.91090
C  -0.92341  -2.05452  -1.84404
C  -2.26531  -1.93732  -2.56944
C  -2.98743  -0.59065  -2.32791
O  -4.19416  -0.56217  -3.02494
C  -4.01185  0.17219  -4.23051
N  -2.15523  -2.20619  -3.99061
H  -0.18295  -1.34473  -2.15308
H  -0.47069  -3.05767  -2.06518
H  -1.08254  -1.80141  -0.76252
H  -2.79676  -2.80905  -2.09116
H  -2.36772  0.23930  -2.51467
H  -3.21733  -0.62781  -1.22189
H  -3.30833  -0.23101  -4.90797
H  -3.74385  1.25032  -4.08595
H  -4.93122  0.29801  -4.80743
H  -1.56018  -1.42114  -4.31881
H  -3.12311  -1.96253  -4.34599

Atomic partial charges in e from the Löwdin method, atoms 1 to 99: C -0.76; O -0.01; O 0.11; O -0.04; H 0.05; C -0.40; C -0.20; O -0.10; O 0.00; H 0.11; H 0.11; H 0.14; H 0.10; H 0.06; H 0.06; C -0.34; C -0.20; O -0.07; O -0.04; H 0.12; H 0.13; H 0.08; H 0.09; H 0.09; H 0.04; C -0.37; C -0.20; O -0.06; O -0.01; H 0.11; H 0.11; H 0.10; H 0.12; H 0.03; H 0.05; C -0.34; C -0.19; O -0.09; O 0.03; H 0.10; H 0.13; H 0.11; H 0.10; H 0.11; H 0.07; C -0.05; C -0.47; C -0.20; O -0.17; C -0.07; N 0.06; H 0.09; H 0.07; H 0.08; H 0.13; H 0.11; H 0.12; H 0.08; H 0.01; H 0.11; H 0.06; H 0.04; C -0.07; C -0.47; C -0.22; O -0.20; C -0.11; N 0.04; H 0.08; H 0.07; H 0.07; H 0.12; H 0.14; H 0.12; H 0.10; H 0.10; H 0.07; H 0.07; H 0.07; C -0.04; C -0.48; C -0.19; O -0.18; C -0.09; N 0.09; H 0.08; H 0.06; H 0.07; H 0.11; H 0.12; H 0.14; H 0.05; H 0.10; H 0.06; H 0.06; H 0.03; C -0.04; C -0.44; C -0.17

---

[2]
Formula: C19H19ClMnO7S6
Source: the OMol25 dataset
Level of theory: wB97M-V/def2-TZVPD

Summary:
Energy above the lowest of the compared OMol25 structures with the same formula, charge and spin = 3.30 kcal per mole
Largest force on an atom = 0.25 eV/A
Total charge = -1
Spin multiplicity = 5

CARTESIAN COORDINATES (ANGSTROEM)
Mn  0.38981  -0.41134  0.06075
Cl  -3.44384  0.69587  4.11736
C  -2.59510  1.00098  2.58357
C  -1.45785  0.02021  2.30337
O  -1.03222  -0.76743  3.10948
O  -1.06115  0.20137  1.07226
H  -2.18268  2.00640  2.62031
H  -3.31933  0.95202  1.77405
O  1.77207  0.27187  1.24363
S  2.82567  0.42591  0.13270
O  2.06381  -0.38737  -0.94578
O  4.06823  -0.21214  0.47866
S  2.95640  2.27597  -0.41513
O  0.38462  -2.48018  0.63494
S  0.72264  -3.79966  -0.01574
C  2.43633  -4.17322  0.44484
C  3.33611  -3.43604  -0.53321
C  2.70118  -3.65371  -1.90362
C  1.19132  -3.45828  -1.74760
H  2.53575  -5.25935  0.35555
H  2.53961  -3.88403  1.49048
H  4.35831  -3.81517  -0.49060
H  3.36730  -2.37589  -0.28801
H  2.90739  -4.67115  -2.24999
H  3.09322  -2.96079  -2.64763
H  0.59512  -4.10692  -2.38899
H  0.87169  -2.42859  -1.91503
O  -0.55347  -0.65296  -1.53073
C  -1.90331  -0.82297  -1.83146
C  -1.97182  -0.96235  -3.34961
C  -3.02121  -1.27481  -4.15981
C  -2.67678  -1.23404  -5.54018
C  -1.37336  -0.88991  -5.73586
S  -0.55998  -0.60746  -4.25589
C  -2.46169  -2.09165  -1.18848
C  -2.40409  -3.34841  -1.72690
C  -2.84719  -4.35991  -0.83571
C  -3.23238  -3.84964  0.36836
S  -3.06348  -2.15576  0.41665
C  -2.67244  0.44156  -1.46192
C  -2.14548  1.69144  -1.37796
C  -3.12425  2.68953  -1.11361
C  -4.38078  2.17747  -1.01600
S  -4.37750  0.47686  -1.22743
H  -4.00287  -1.52814  -3.78183
H  -3.36610  -1.45486  -6.34424
H  -0.84997  -0.79449  -6.67494
H  -2.06140  -3.53028  -2.73618
H  -2.87464  -5.41414  -1.07577
H  -3.60916  -4.38173  1.22792
H  -1.08867  1.89096  -1.48724
H  -2.89530  3.73916  -0.99096
H  -5.30143  2.69887  -0.80583

Population analysis type natural (NBO), resulting atomic charges in e: Mn 1.69; Cl -0.07; C -0.47; C 0.78; O -0.60; O -0.81; H 0.23; H 0.23; O -0.96; S 2.10; O -0.99; O -0.95; S -0.59; O -1.01; S 1.26; C -0.60; C -0.43; C -0.41; C -0.62; H 0.21; H 0.26; H 0.21; H 0.27; H 0.19; H 0.24; H 0.23; H 0.29; O -0.83; C 0.14; C -0.18; C -0.28; C -0.26; C -0.45; S 0.51; C -0.22; C -0.27; C -0.27; C -0.43; S 0.52; C -0.19; C -0.24; C -0.25; C -0.44; S 0.43; H 0.23; H 0.21; H 0.23; H 0.23; H 0.21; H 0.23; H 0.24; H 0.22; H 0.23

---

[3]
Formula: CHBrO2S
Source: the OMol25 dataset
Level of theory: wB97M-V/def2-TZVPD

Summary:
Energy above the lowest of the compared OMol25 structures with the same formula, charge and spin = 29.58 kcal per mole
Largest force on an atom = 3.17 eV/A
Structure (SMILES) = O=CBr.O=S

CARTESIAN COORDINATES (ANGSTROEM)
C  1.38083  -0.35824  -0.18018
O  0.93556  -0.56509  -1.24766
O  -2.52038  -0.17306  0.59793
S  -3.17230  0.85103  -0.25909
Br  2.11072  1.29358  0.27525
H  1.26557  -1.04821  0.81374

Population analysis type natural (NBO), resulting atomic charges in e: C 0.31; O -0.48; O -0.68; S 0.68; Br 0.01; H 0.16

---

[4]
Formula: H4N2S
Source: the OMol25 dataset
Level of theory: wB97M-V/def2-TZVPD

Summary:
Energy above the lowest of the compared OMol25 structures with the same formula, charge and spin = 0.00 kcal per mole
Largest force on an atom = 3.97 eV/A
Structure (SMILES) = NNS

CARTESIAN COORDINATES (ANGSTROEM)
N  0.99420  -0.02995  0.34208
N  -0.05579  -0.52725  -0.40743
S  -1.46663  0.49898  -0.65138
H  1.32072  0.89867  0.07255
H  0.71037  -0.01719  1.31733
H  0.28586  -0.77183  -1.44764
H  -2.29155  -0.26566  0.06879

Population analysis type natural (NBO), resulting atomic charges in e: N -0.65; N -0.59; S 0.08; H 0.33; H 0.35; H 0.37; H 0.11

---

[5]
Formula: C6H10CsO3
Source: the OMol25 dataset
Level of theory: wB97M-V/def2-TZVPD

Summary:
Energy above the lowest of the compared OMol25 structures with the same formula, charge and spin = 30.34 kcal per mole
Largest force on an atom = 4.82 eV/A
Total charge = +1

CARTESIAN COORDINATES (ANGSTROEM)
O  1.59413  1.08139  0.54255
Cs  2.54902  5.37027  0.75449
O  0.00716  2.14883  -0.60769
C  0.67199  1.16929  -0.31132
O  0.16329  -0.12769  -0.49730
C  -1.23268  -0.35907  -0.87138
H  -1.20761  -1.39990  -1.21308
H  -1.43380  0.35793  -1.67251
C  -2.14779  -0.17257  0.29229
C  -3.20695  0.63549  0.25344
H  -1.96802  -0.81064  1.16186
H  -3.91488  0.67617  1.08221
H  -3.38042  1.30499  -0.59185
C  1.18847  -1.00645  0.59111
C  2.39575  -1.47307  -0.17760
H  1.37724  -0.80914  1.64796
H  0.43457  -1.79259  0.70780
H  3.11659  -0.65703  -0.31178
H  2.87025  -2.28376  0.39141
H  2.12368  -1.85246  -1.17061

Population analysis type natural (NBO), resulting atomic charges in e: O -0.72; Cs 1.00; O -0.69; C 0.95; O -0.45; C -0.10; H 0.22; H 0.24; C -0.25; C -0.32; H 0.21; H 0.21; H 0.21; C 0.04; C -0.66; H 0.23; H 0.17; H 0.24; H 0.25; H 0.22